2 unconnected molecules or ions with the total composition C20H28NS2, computed with ωB97M-V/def2-TZVPD.

XYZ file:
```
51
Properties=species:S:1:pos:R:3:forces:R:3:lowdin_charge:R:1
C -4.066582 -0.257691 -1.994931 -0.01 0.10 0.18 -0.2061
C -3.310659 1.052988 -2.141464 0.14 -0.03 0.00 -0.1851
C -1.852933 0.804470 -2.521885 -0.01 -0.01 -0.51 -0.1819
N -1.165585 -0.133254 -1.640246 -0.66 0.31 0.41 -0.0955
C 0.214827 -0.202784 -1.677138 1.31 -0.62 1.23 -0.2247
C 0.934379 -0.969806 -0.784734 -1.20 0.90 -0.85 -0.0666
C 2.407843 -1.138901 -0.831310 0.87 -0.22 -0.43 -0.2244
C 3.149454 -0.079448 -1.663872 -0.15 -0.07 0.16 -0.2063
C 2.386977 0.224378 -2.952837 0.02 -0.24 0.15 -0.1929
C 0.951527 0.680540 -2.677735 0.17 0.24 -0.12 -0.1368
C -1.906250 -1.348328 -1.303654 -0.14 -0.36 -0.13 -0.1614
C -3.370049 -1.104022 -0.940335 0.15 -0.02 -0.01 -0.1868
H -5.103262 -0.067840 -1.706118 0.02 -0.06 -0.10 0.1121
H -4.071233 -0.790941 -2.954176 -0.05 0.05 0.10 0.1198
H -3.763930 1.672241 -2.921380 0.08 0.01 0.11 0.1162
H -3.351545 1.616946 -1.200266 -0.03 -0.07 -0.08 0.1121
H -1.837409 0.414253 -3.558055 -0.04 0.17 0.10 0.1300
H -1.331432 1.771122 -2.521947 -0.02 -0.36 0.00 0.1197
H 0.433877 -1.535622 0.005717 -0.02 0.12 -0.40 0.0858
H 2.803604 -1.163344 0.194823 0.06 0.00 -0.12 0.0664
H 2.657444 -2.123828 -1.264551 -0.05 0.12 0.21 0.1179
H 3.254114 0.839726 -1.072298 -0.05 0.05 -0.08 0.0999
H 4.161659 -0.426790 -1.906672 -0.15 0.07 0.11 0.1116
H 2.918801 0.987672 -3.532300 -0.15 -0.11 0.05 0.1146
H 2.357781 -0.684677 -3.565517 0.03 0.08 0.04 0.1227
H 0.427168 0.744516 -3.644268 0.03 -0.09 0.42 0.1141
H 1.001511 1.712621 -2.285824 -0.21 -0.26 -0.07 0.1255
H -1.886863 -2.043270 -2.167829 0.10 0.12 0.17 0.1367
H -1.426313 -1.865985 -0.466524 -0.06 0.19 -0.28 0.0990
H -3.421858 -0.605944 0.036833 -0.04 0.01 -0.10 0.0976
H -3.864872 -2.075258 -0.844478 0.09 0.06 0.07 0.1153
C -2.713342 0.402944 2.846781 0.41 0.03 0.02 -0.0321
C -1.983461 1.551416 2.507409 0.02 0.01 0.09 -0.0382
C -0.596453 1.518121 2.502643 -0.03 -0.21 0.00 -0.0221
C 0.077148 0.324023 2.835574 -0.01 -0.08 -0.21 -0.3065
C 1.523229 0.272750 2.792200 0.65 0.08 0.35 -0.7292
S 2.397742 -1.152078 3.198728 -0.21 0.62 -0.33 1.0481
C 4.062279 -0.395117 3.256960 -0.16 0.13 0.21 -0.4380
C 4.082290 0.817008 2.338378 -0.08 -0.03 -0.23 -0.4447
S 2.467364 1.666680 2.443291 -0.20 -0.72 0.06 1.0559
C -0.660423 -0.830821 3.172400 -0.03 0.20 -0.05 -0.0290
C -2.047445 -0.786225 3.175271 0.06 -0.03 0.03 -0.0410
H -3.801846 0.439583 2.870650 0.27 -0.02 -0.05 0.1223
H -2.497638 2.481130 2.259108 0.12 -0.33 0.07 0.1218
H -0.012975 2.404727 2.246696 -0.33 -0.21 0.00 0.0980
H 4.258882 -0.113948 4.298757 -0.07 -0.11 -0.22 0.0948
H 4.774178 -1.166371 2.948158 -0.10 0.19 0.01 0.0975
H 4.834812 1.551234 2.642955 -0.09 -0.20 -0.06 0.0960
H 4.242465 0.539539 1.288344 -0.07 0.09 0.25 0.0768
H -0.127253 -1.747536 3.433303 -0.31 0.22 -0.06 0.0988
H -2.609743 -1.680801 3.447367 0.13 0.31 -0.11 0.1223
```
Positions in Å, forces in eV/Å.

## Properties
Net charge: +1
Largest force on an atom in eV/Å: 1.897
Lowest unoccupied orbital energy in eV: -5.192
Energy above the lowest of the compared OMol25 structures with the same formula, charge and spin in eV: 0.0000
E_HOMO in eV: -9.6
E_tot in eV: -44348.42660
HOMO-LUMO gap in eV: 4.359

2 unconnected molecules or ions with the total composition C3H10N2O2S, computed with ωB97M-V/def2-TZVPD.

XYZ file:
```
18
Properties=species:S:1:pos:R:3:forces:R:3:lowdin_charge:R:1
N -2.067165 -0.398383 0.057530 -0.82 -2.18 1.37 0.0199
C -0.616438 -0.346008 0.349610 -1.07 2.35 -0.77 -0.3974
C 0.357872 -1.335101 -0.294753 -0.52 2.05 -2.09 -0.5694
S -0.088922 -2.986717 0.202949 0.53 -0.69 0.61 0.7213
C -0.267666 1.152852 -0.095603 2.55 -3.16 -0.45 -0.4770
N -0.931113 2.154389 0.462817 -1.35 0.13 0.74 0.1849
O 0.710108 1.204116 -0.847809 -0.77 1.59 0.23 -0.0008
H -2.293214 -0.908893 -0.804912 0.43 0.43 0.22 0.0833
H -2.511968 -0.990978 0.801912 0.38 0.75 -0.99 0.0877
H -0.486725 -0.352697 1.427383 -0.07 -0.20 0.24 0.1303
H 1.307044 -0.757059 -0.239023 0.07 -1.54 0.74 0.1017
H 0.230931 -1.291421 -1.411829 -0.21 0.02 0.91 0.0852
H 1.114000 -3.571002 0.389406 -0.18 0.31 -0.09 -0.1437
H -1.807715 1.951971 0.941519 0.53 -0.06 -0.29 0.1135
H -0.629491 3.107837 0.475205 0.31 0.16 -0.39 0.1116
H 1.621116 3.075858 -0.551311 0.83 -0.75 0.08 0.0022
H 3.008080 2.502301 -0.016762 -0.53 -0.20 -0.32 0.0273
O 2.445284 3.277974 -0.077444 -0.12 0.99 0.24 -0.0805
```
Positions in Å, forces in eV/Å.

## Properties
Largest force on an atom in eV/Å: 4.092
SMILES string: NC(=O)[C@@H](N)CS.O
Lowest unoccupied orbital energy in eV: 0.660
Energy above the lowest of the compared OMol25 structures with the same formula, charge and spin in eV: 1.3988
E_HOMO in eV: -9.2
E_tot in eV: -21183.36291
HOMO-LUMO gap in eV: 9.836

A molecular structure, C14H15N2O11W, computed with ωB97M-V/def2-TZVPD.

XYZ file:
```
43
Properties=species:S:1:pos:R:3:forces:R:3:lowdin_charge:R:1
W 0.098607 -0.520301 -0.400512 0.23 0.43 2.28 2.1215
O 1.621949 0.988204 -1.118382 0.06 -0.06 0.23 -0.1310
C 1.370774 1.872117 -2.203677 -1.01 0.48 -0.88 -0.1457
C -0.107488 2.189123 -2.256406 0.06 0.88 0.75 -0.1362
N -0.804975 0.919293 -2.215428 -1.42 -1.49 0.44 -0.1954
C -0.730937 0.079660 -3.436453 -0.96 0.91 -0.20 -0.0582
C 0.305281 -0.931326 -3.366773 1.91 -0.10 2.02 -0.4782
O 0.962694 -1.363960 -4.228506 0.30 -0.75 -1.03 0.2301
O 0.584737 -1.263843 -2.019294 -0.35 -0.50 -1.81 -0.2043
C -2.263840 1.097055 -1.930192 1.15 1.09 1.05 -0.0386
C -2.717596 0.122608 -0.875254 -0.45 -1.22 -0.23 -0.5224
O -3.781230 0.099660 -0.352663 -0.12 0.55 -0.06 0.1936
O -1.831942 -0.890095 -0.654430 0.89 0.79 -0.21 -0.2014
H 2.476582 0.539688 -1.243946 -0.13 -0.19 0.33 0.1407
H 1.619431 1.444320 -3.174156 0.40 -0.45 0.10 0.1402
H 1.929822 2.768264 -2.099502 0.65 0.78 0.27 0.1336
H -0.339085 2.751668 -3.172586 0.08 -0.14 0.13 0.1557
H -0.492775 2.788566 -1.386179 0.73 -0.58 -0.78 0.1501
H -0.629836 0.650376 -4.364906 0.02 0.11 0.21 0.1705
H -1.650491 -0.496805 -3.517192 -0.19 0.04 -0.01 0.1578
H -2.751929 0.970023 -2.859685 -1.12 -0.08 -0.60 0.1303
H -2.448963 2.105948 -1.550778 -0.03 -0.20 -0.10 0.1529
O 1.355104 -0.236716 5.756641 0.56 -0.62 -0.24 0.1599
C 1.084612 -0.105002 4.474920 1.72 -1.26 -0.84 -0.2542
C 0.125584 0.709667 3.912701 0.33 -0.34 -1.43 0.1175
C 0.073769 0.708211 2.535504 0.70 -0.46 -1.49 -0.1181
N 0.840632 -0.040252 1.713017 -0.78 0.22 0.75 0.0387
C 1.764456 -0.823938 2.254376 -0.13 0.09 0.92 -0.1539
C 1.940617 -0.871739 3.626237 -0.06 0.00 -0.54 0.1411
C 2.499799 -1.592827 1.215551 -0.21 0.03 -1.97 -0.4651
O 3.350538 -2.398007 1.426619 -0.01 0.13 0.11 0.1826
O 2.069021 -1.235705 -0.052787 -0.15 0.09 1.27 -0.2112
C -0.736564 1.577289 1.657472 -1.52 0.98 0.56 -0.4974
O -1.368164 2.519532 2.042552 0.17 0.06 0.19 0.1743
O -0.736248 1.222455 0.381248 0.64 -1.34 -1.12 -0.1746
H 0.774365 0.278680 6.281541 -0.94 0.87 1.07 0.1186
H -0.549591 1.318739 4.438920 -0.66 0.75 0.72 0.1358
H 2.736989 -1.507267 4.019200 -0.37 0.25 0.09 0.1551
C -1.178435 -3.148793 0.542105 -0.24 0.00 0.05 -0.0553
O -0.186575 -2.132327 0.440900 0.05 0.47 -0.20 -0.3591
H -0.623446 -4.078036 0.644629 -0.22 -0.08 -0.02 0.1063
H -1.873356 -3.147470 -0.300509 0.42 -0.03 -0.10 0.0934
H -1.781895 -2.936737 1.416063 0.00 -0.10 0.33 0.0998
```
Positions in Å, forces in eV/Å.

## Properties
Net charge: +1
Largest force on an atom in eV/Å: 2.781
Lowest unoccupied orbital energy in eV: -4.997
E_HOMO in eV: -13.6
E_tot in eV: -42085.95578
HOMO-LUMO gap in eV: 8.610